Molecular formula: C3H7O4
Method: DFT, the ωB97M-V functional and the def2-TZVPD basis

Calculated values
- 2S+1: 1
- Energy above the lowest of the compared OMol25 structures with the same formula, charge and spin: 1.3970 eV
- HOMO-LUMO gap: 8.18 eV
- Total charge: -1

```
14
Properties=species:S:1:pos:R:3:forces:R:3
O 0.062984 -1.556175 0.509706 2.0 -2.6 -1.0
C -0.794806 -0.780196 0.843245 -1.5 3.0 -3.0
O -1.848527 -0.959610 1.389829 -2.6 -0.8 2.8
C -0.842463 0.636252 0.059990 2.8 -1.3 0.7
C 0.291062 0.752505 -0.986719 -1.1 1.7 -0.7
O -0.231048 1.391117 -2.199338 -0.2 0.3 -0.4
H -0.800984 1.379398 0.838713 -0.2 0.7 0.0
H -1.804062 0.555789 -0.388756 -0.7 0.4 -0.5
H 1.088149 1.523854 -0.741966 -0.5 -1.6 0.2
H 0.617368 -0.237555 -1.321079 0.5 0.3 0.7
H -1.151164 1.134583 -2.339995 0.3 -0.1 0.3
H 1.595117 -0.654193 1.927877 2.1 -2.9 -1.0
H 1.627132 -1.722696 0.800024 0.6 0.6 1.7
O 2.191243 -1.463079 1.608468 -1.3 2.4 0.2
```
Forces are in eV/Å.



Molecular formula: C3H7O4PS
Method: DFT, the ωB97M-V functional and the def2-TZVPD basis

Calculated values
- 2S+1: 1
- Energy above the lowest of the compared OMol25 structures with the same formula, charge and spin: 0.2523 eV
- HOMO-LUMO gap: 6.13 eV
- Total charge: -2

```
16
Properties=species:S:1:pos:R:3:forces:R:3
C -1.071977 -1.507250 -0.421304 -0.1 -0.2 0.0
C -1.440936 -0.299756 0.401264 2.8 1.2 0.5
C 0.165185 0.731518 0.552350 -2.3 -1.7 0.0
O 2.257829 -1.024047 0.991393 -0.1 -0.1 0.4
O 2.671764 1.326710 0.053916 -0.1 -0.7 0.2
O 1.735730 -0.484776 -1.479317 -0.4 0.1 -0.1
O -0.105247 1.926776 -0.106377 0.2 0.2 -0.2
P 1.732270 -0.079562 -0.038797 0.6 0.5 0.0
S -2.665247 0.764900 -0.275777 -1.0 0.2 -0.3
H -0.734290 -1.189866 -1.405730 0.0 0.0 0.0
H -1.922747 -2.188111 -0.539327 -0.1 0.0 0.0
H -0.247102 -2.033860 0.061507 0.1 -0.2 -0.1
H -1.676418 -0.561274 1.438738 0.2 0.0 -0.1
H 0.247360 0.887788 1.638732 0.1 0.0 -0.1
H 2.133222 1.898242 -0.494483 -0.1 0.7 -0.3
H -1.079396 1.832566 -0.376795 0.3 0.3 0.0
```
Forces are in eV/Å.



Molecular formula: C3H7O4PS
Method: DFT, the ωB97M-V functional and the def2-TZVPD basis

Calculated values
- 2S+1: 1
- Energy above the lowest of the compared OMol25 structures with the same formula, charge and spin: 2.3746 eV
- SMILES: C=[P@@]1(C)COS(=O)(=O)O1
- HOMO-LUMO gap: 9.55 eV

```
16
Properties=species:S:1:pos:R:3:forces:R:3
C 0.729914 -1.248281 -0.165000 1.6 1.1 -0.6
C 0.286739 0.276949 2.359493 -2.6 -2.2 0.0
C 0.583480 1.655509 -0.002861 3.6 -1.8 -1.2
O -1.606124 -0.112510 -0.267774 0.5 -0.4 -1.2
O -2.424927 -1.744809 -2.023904 -0.8 -0.6 0.4
O -0.917120 0.023219 -2.759187 -0.4 0.5 0.6
O -0.007276 -1.697168 -1.263898 -2.5 0.5 -1.7
P -0.155021 0.158267 0.699190 1.0 0.1 0.1
S -1.386741 -0.851117 -1.737413 3.4 0.6 1.9
H 0.886361 -2.202811 0.310670 0.4 0.3 1.4
H 1.763755 -0.808020 -0.523549 -1.9 -0.8 0.7
H -0.090869 1.156000 2.823323 0.2 1.7 -0.2
H -0.284779 -0.425536 3.042792 1.2 -0.3 -0.9
H 1.679168 1.607612 0.448930 -2.2 0.3 -0.9
H 0.734859 1.601549 -1.112295 -0.3 -0.3 0.8
H 0.208579 2.611149 0.171483 -1.1 1.3 0.8
```
Forces are in eV/Å.



Molecular formula: C3H7O6PSi
Method: DFT, the ωB97M-V functional and the def2-TZVPD basis

Calculated values
- 2S+1: 1
- Energy above the lowest of the compared OMol25 structures with the same formula, charge and spin: 0.2370 eV
- SMILES: C=C[C@@H]([Si]([O-])(O)O)[P@@](=O)([O-])O
- HOMO-LUMO gap: 7.62 eV
- Total charge: -2

```
18
Properties=species:S:1:pos:R:3:forces:R:3
C -1.839478 -2.002954 -0.103725 -0.4 -1.4 -0.1
C -0.725869 -1.403668 0.379440 -1.5 -1.4 1.0
C -0.051521 -0.276370 -0.218348 -0.1 0.7 -2.7
O 2.287852 -1.881702 -0.195618 0.1 -3.4 -0.3
O 2.025292 -0.158052 1.589234 -1.0 -0.3 -1.7
O 2.454451 0.481068 -0.923726 -0.7 0.2 0.2
O 0.561477 2.358604 -0.893490 0.8 0.9 -1.4
O -1.852612 1.982852 -0.266997 -0.1 0.5 -2.4
O -0.005226 2.043608 1.766918 0.1 -0.8 -0.3
Si -0.250201 1.605572 0.279565 -2.1 0.3 0.7
P 1.737251 -0.551556 -0.061680 2.3 3.4 0.9
H -2.159683 -2.945455 0.391684 0.1 0.7 -0.1
H -2.450233 -1.859839 -1.049914 1.2 0.6 1.1
H -0.292950 -1.898316 1.321788 -0.5 1.0 -1.4
H -0.420432 -0.236460 -1.399984 1.3 0.0 2.8
H 1.404802 1.920185 -1.125209 0.2 -0.4 0.2
H -1.863461 2.219256 -1.271994 0.4 -0.8 3.0
H 1.440546 0.603226 1.782048 0.1 0.3 0.4
```
Forces are in eV/Å.



Molecular formula: C3H7OS
Method: DFT, the ωB97M-V functional and the def2-TZVPD basis

Calculated values
- 2S+1: 1
- Energy above the lowest of the compared OMol25 structures with the same formula, charge and spin: 0.7498 eV
- HOMO-LUMO gap: 6.52 eV
- Total charge: -1

```
12
Properties=species:S:1:pos:R:3:forces:R:3
C -1.931821 -1.313634 -0.922776 0.0 -0.3 0.2
S -0.229593 -1.886534 -0.582573 0.1 -0.3 -0.1
H -2.346087 -1.902415 -1.747739 -0.1 0.2 0.0
H -2.585545 -1.441545 -0.049145 0.1 -0.1 -0.1
H -1.967329 -0.252316 -1.173439 0.0 0.1 -0.2
O 0.028129 1.962666 1.500602 0.4 0.0 0.3
C 0.471397 1.050818 0.830493 -0.9 0.5 -0.8
C 1.928431 0.887795 0.503467 0.2 -0.3 0.6
H -0.215638 0.338434 0.326880 0.4 0.0 0.3
H 2.238313 1.686514 -0.172665 0.0 0.0 0.0
H 2.111043 -0.085259 0.052428 -0.1 0.0 -0.1
H 2.498701 0.955476 1.434466 0.1 0.2 -0.1
```
Forces are in eV/Å.



Molecular formula: C3H7OS
Method: DFT, the ωB97M-V functional and the def2-TZVPD basis

Calculated values
- 2S+1: 1
- Energy above the lowest of the compared OMol25 structures with the same formula, charge and spin: 0.8737 eV
- HOMO-LUMO gap: 6.29 eV
- Total charge: -1

```
12
Properties=species:S:1:pos:R:3:forces:R:3
C -2.147096 -1.037960 -0.285286 -1.1 0.1 -0.3
S -0.626807 -1.994197 -0.270008 0.3 -0.2 0.0
H -2.367047 -0.500095 0.645870 0.1 0.0 0.0
H -2.200120 -0.299647 -1.091406 0.3 0.2 0.0
H -3.044423 -1.650104 -0.496836 0.3 -0.1 0.3
O 1.767740 1.933700 -1.214392 0.0 -0.2 -0.1
C 1.141288 1.287265 -0.411995 -0.7 0.0 1.6
C 1.718985 0.427953 0.677572 1.5 -0.4 -0.6
H 0.048795 1.349272 -0.278992 -0.3 0.1 -0.8
H 2.660274 0.876750 1.015782 -0.1 0.0 0.1
H 1.964665 -0.530607 0.203190 0.0 0.1 0.1
H 1.083746 0.137671 1.506500 -0.4 0.4 -0.1
```
Forces are in eV/Å.



Number 1: lowest unoccupied orbital energy 3.803 eV. Number 2: lowest unoccupied orbital energy 5.929 eV. Number 3: lowest unoccupied orbital energy 0.058 eV. Number 4: lowest unoccupied orbital energy 6.204 eV. Number 5: lowest unoccupied orbital energy 4.110 eV. Number 6: lowest unoccupied orbital energy 3.938 eV.